1.
50
Properties=species:S:1:pos:R:3 method="wB97M-V/def2-TZVPD" fmax_ha_per_bohr=0.030 spin_multiplicity=1 total_charge=0 relative_energy_kj_mol=0.00 total_energy_ev=-123108.9910 lumo_energy_ev=-0.2
Ga -1.986 -13.691 7.890
O -5.819 -15.833 8.637
C -5.276 -16.964 9.141
C -6.094 -17.893 9.798
C -5.569 -18.930 10.533
C -4.204 -19.134 10.432
C -3.391 -18.221 9.773
C -3.903 -17.123 9.095
C -2.905 -16.128 8.515
O -3.285 -15.073 7.825
N -1.687 -16.375 8.843
N -0.830 -15.390 8.432
C 0.382 -15.586 8.813
S 1.643 -14.342 8.733
C 2.968 -15.549 8.926
C 2.574 -16.599 9.917
S 0.868 -17.112 9.533
H -6.781 -15.883 8.790
H -7.122 -17.641 9.871
H -6.214 -19.646 11.072
H -3.818 -20.031 10.921
H -2.330 -18.395 9.798
H 3.824 -14.981 9.305
H 3.216 -15.999 7.974
H 2.576 -16.177 10.926
H 3.195 -17.475 9.903
O 0.172 -10.577 7.482
C -0.614 -11.463 7.332
O -0.396 -12.756 7.622
C -2.066 -11.188 6.858
O -2.401 -10.079 6.500
O -2.817 -12.244 6.917
N -3.810 -14.870 11.032
C -3.845 -13.745 10.340
S -2.312 -12.915 10.046
N -5.047 -13.279 10.006
C -5.522 -12.175 9.238
C -6.891 -12.217 8.917
C -7.512 -11.174 8.284
C -6.738 -10.072 7.861
C -5.379 -10.042 8.093
C -4.793 -11.083 8.821
H -2.933 -15.158 11.446
H -4.669 -15.289 11.361
H -5.806 -13.920 10.124
H -7.520 -13.043 9.242
H -8.579 -11.189 8.109
H -7.215 -9.234 7.435
H -4.760 -9.259 7.718
H -3.743 -11.022 9.028



2.
59
Properties=species:S:1:pos:R:3 method="wB97M-V/def2-TZVPD" fmax_ha_per_bohr=0.013 spin_multiplicity=1 total_charge=0 relative_energy_kj_mol=0.00 total_energy_ev=-335579.0916 lumo_energy_ev=-1.5
Sc 0.133 -0.155 -0.127
C 1.380 2.808 -0.750
N 1.719 1.397 -1.009
C 1.740 1.137 -2.476
C 0.422 0.653 -3.082
C -0.814 1.473 -2.761
N -1.182 1.241 -1.359
C -2.340 1.641 -0.983
C -2.941 1.366 0.308
C -4.328 1.541 0.419
C -5.002 1.195 1.569
C -4.279 0.674 2.643
C -2.910 0.515 2.566
C -2.213 0.855 1.402
O -0.885 0.708 1.367
C 3.075 1.121 -0.474
C 3.291 1.453 1.003
C 2.259 0.854 1.974
N 1.733 -0.380 1.423
C 2.208 -1.499 1.822
C 1.968 -2.773 1.185
C 2.357 -3.946 1.850
C 2.228 -5.177 1.256
C 1.727 -5.247 -0.050
C 1.365 -4.110 -0.736
C 1.464 -2.844 -0.135
O 1.109 -1.765 -0.805
H 2.173 3.462 -1.133
H 0.443 3.071 -1.231
H 1.261 2.980 0.316
H 2.080 2.048 -2.983
H 2.485 0.362 -2.659
H 0.564 0.611 -4.163
H 0.232 -0.387 -2.784
H -0.646 2.538 -2.954
H -1.641 1.143 -3.394
H -2.968 2.182 -1.694
H -4.867 1.916 -0.444
H -6.075 1.307 1.634
H -4.795 0.385 3.549
H -2.340 0.115 3.395
H 3.270 0.061 -0.642
H 3.807 1.692 -1.061
H 4.281 1.057 1.245
H 3.342 2.531 1.160
H 2.725 0.689 2.951
H 1.424 1.538 2.121
H 2.892 -1.496 2.678
H 2.759 -3.862 2.853
H 2.515 -6.077 1.782
H 1.623 -6.210 -0.533
H 0.984 -4.161 -1.747
Se -1.915 -3.185 -2.178
Sb -4.005 -1.822 -1.920
Se -3.985 0.075 -3.361
Se -5.866 -2.892 -0.936
Se -1.977 -1.868 -0.204
I -0.678 3.504 2.638
I -0.388 5.952 3.658



3.
55
Properties=species:S:1:pos:R:3 method="wB97M-V/def2-TZVPD" fmax_ha_per_bohr=0.033 spin_multiplicity=1 total_charge=+1 relative_energy_kj_mol=69.91 total_energy_ev=-60562.9019 lumo_energy_ev=-2.8
Pt -0.121 0.166 0.250
C -2.936 -4.281 0.447
N -3.213 -3.032 1.156
C -4.279 -2.794 2.018
C -4.170 -1.537 2.450
N -3.025 -0.989 1.842
C -2.451 -1.927 1.042
S -1.104 -1.876 0.031
C -2.546 0.315 2.155
C -2.814 0.837 3.405
C -2.483 2.158 3.653
C -1.924 2.915 2.640
C -1.655 2.294 1.440
N -1.932 0.999 1.194
H -3.662 -5.023 0.765
H -1.931 -4.624 0.682
H -3.010 -4.127 -0.628
H -5.022 -3.545 2.231
H -4.821 -0.956 3.079
H -3.256 0.219 4.172
H -2.666 2.589 4.630
H -1.670 3.956 2.781
H -1.193 2.830 0.626
O 1.089 1.593 1.339
C 1.840 2.597 0.956
C 2.916 2.967 1.802
C 3.737 4.037 1.529
C 3.551 4.805 0.373
C 2.515 4.468 -0.468
C 1.655 3.390 -0.206
C 0.544 3.129 -1.123
N -0.130 2.005 -1.243
C -1.102 2.216 -2.210
C -1.006 3.482 -2.686
N 0.040 4.053 -1.990
H 3.044 2.382 2.708
H 4.538 4.284 2.216
H 4.193 5.647 0.151
H 2.367 5.063 -1.365
H -1.792 1.436 -2.488
H -1.562 4.015 -3.439
H 0.351 5.005 -2.069
C 1.876 0.337 -3.208
N 2.828 0.635 -2.135
C 3.899 1.503 -2.261
C 4.562 1.494 -1.089
N 3.873 0.622 -0.275
C 2.809 0.113 -0.900
S 1.740 -1.076 -0.217
H 2.349 -0.310 -3.944
H 1.560 1.266 -3.674
H 1.016 -0.162 -2.781
H 4.094 2.043 -3.172
H 5.439 2.028 -0.768
H 4.067 0.427 0.694



4.
14
Properties=species:S:1:pos:R:3 method="wB97M-V/def2-TZVPD" fmax_ha_per_bohr=0.051 spin_multiplicity=1 total_charge=0 relative_energy_kj_mol=174.52 total_energy_ev=-19096.2019 lumo_energy_ev=-0.2
C -1.276 -1.552 1.430
C -0.156 -1.146 0.846
C 1.221 -1.716 0.994
C 1.270 -0.039 -0.510
C -1.041 0.873 -0.293
H -2.206 -1.105 1.328
H -1.174 -2.420 2.098
H 1.603 -1.694 2.067
H 1.110 -2.718 0.560
H 1.594 0.542 -1.320
H -1.988 0.777 0.233
N 1.985 -0.880 0.068
N -0.082 -0.072 -0.024
S -0.773 2.172 -1.255



5.
36
Properties=species:S:1:pos:R:3 method="wB97M-V/def2-TZVPD" fmax_ha_per_bohr=0.013 spin_multiplicity=1 total_charge=+4 relative_energy_kj_mol=0.00 total_energy_ev=-26927.3334 lumo_energy_ev=-16.3
W 0.765 0.391 1.411
N 1.740 0.513 -0.866
C 2.016 1.859 -1.511
C 0.782 2.656 -1.441
O 2.140 1.299 1.620
N -0.218 3.114 -1.138
C -1.417 3.107 -0.292
C -0.984 1.935 0.590
O -0.454 2.081 1.734
O -0.810 0.766 0.073
H 2.669 0.080 -0.839
H 1.194 -0.043 -1.529
H 2.335 1.755 -2.554
H 2.796 2.394 -0.960
H -2.298 2.894 -0.903
H -1.506 4.053 0.242
C -0.397 -0.302 5.961
N -0.360 -1.462 5.030
C -0.783 -2.761 5.628
C 0.019 -1.376 3.802
N 0.549 -0.220 3.253
N -0.085 -2.466 2.962
C 0.551 -2.664 1.765
N 0.637 -3.886 1.318
N 1.038 -1.607 1.070
H -1.336 -0.357 6.509
H -0.371 0.643 5.426
H 0.437 -0.388 6.659
H -0.893 -2.613 6.698
H -0.013 -3.517 5.467
H -1.752 -3.061 5.223
H 1.020 0.363 3.950
H -0.574 -3.269 3.346
H 0.363 -4.696 1.867
H 0.990 -4.104 0.391
H 1.644 -1.918 0.315



6.
56
Properties=species:S:1:pos:R:3 method="wB97M-V/def2-TZVPD" fmax_ha_per_bohr=0.031 spin_multiplicity=1 total_charge=0 relative_energy_kj_mol=422.89 total_energy_ev=-41909.1480 lumo_energy_ev=-0.1
C 1.388 4.660 1.950
H 2.301 5.248 2.025
O 1.544 3.864 0.798
C 0.517 3.045 0.425
C -0.657 2.870 1.146
C -1.617 1.970 0.715
C -1.448 1.248 -0.455
C -0.288 1.454 -1.194
C 0.691 2.330 -0.767
C 1.991 2.418 -1.528
N 2.793 1.267 -1.186
C 3.281 0.968 0.019
C 3.842 -0.300 -0.097
C 3.625 -0.668 -1.443
N 2.991 0.292 -2.070
H 3.915 -1.572 -1.939
N 4.452 -1.055 0.919
O 4.595 -0.528 2.007
O 4.784 -2.195 0.652
H 3.215 1.625 0.861
H 1.820 2.371 -2.605
H 2.526 3.332 -1.264
H -0.135 0.902 -2.110
C -2.431 0.184 -0.915
C -1.828 -1.167 -0.587
C -2.141 -1.790 0.560
O -3.124 -1.351 1.398
C -4.012 -0.440 0.900
C -3.767 0.282 -0.220
C -4.723 1.184 -0.697
N -5.510 1.936 -1.069
N -5.176 -0.424 1.610
H -5.803 0.348 1.462
H -5.164 -0.853 2.519
C -1.480 -3.039 1.043
H -1.401 -2.990 2.131
C -0.102 -3.231 0.397
C 0.426 -4.627 0.730
H 1.405 -4.777 0.282
H 0.523 -4.749 1.806
H -0.245 -5.397 0.355
C 0.890 -2.186 0.911
H 1.002 -2.261 1.991
H 1.863 -2.356 0.457
H 0.567 -1.176 0.665
C -0.271 -3.085 -1.118
C -0.884 -1.767 -1.536
O -0.645 -1.264 -2.614
H 0.687 -3.191 -1.631
H -0.931 -3.874 -1.492
H -2.122 -3.893 0.803
H -2.551 0.269 -2.000
H -2.509 1.844 1.310
H -0.830 3.416 2.060
H 1.279 4.046 2.850
H 0.530 5.332 1.859